# 1
Here is an isolated molecule of C8H12ClNO in a non-equilibrium geometry from the Open Molecules 2025 dataset. Energies are from wB97M-V/def2-TZVPD.

SMILES = C[C@@H]1C(Cl)=CON1C1(C)CC1
HOMO-LUMO gap = 8.79 eV
LUMO level = 0.0325 Ha
Total charge = 0
Strongest force on any atom = 0.0987 hartree/bohr

Geometry (Å):
C: 0.4623 -0.9630 -2.2892
C: 0.7486 -1.0862 -0.8098
C: 0.5340 -2.3302 -0.1006
Cl: 1.6998 -3.5453 -0.2790
C: -0.5432 -2.3553 0.6716
O: -1.2571 -1.1797 0.6776
N: -0.5607 -0.2531 -0.0805
C: -0.2751 0.9976 0.5808
C: 0.1636 0.8055 2.0659
C: 0.0889 2.1469 -0.2533
C: -1.2147 2.1215 0.4637
H: 1.2474 -1.6086 -2.9291
H: 0.4525 0.0733 -2.5448
H: -0.5623 -1.2678 -2.6382
H: 1.6825 -0.4308 -0.5359
H: -0.9444 -3.1584 1.2841
H: 0.9119 -0.0313 2.2008
H: -0.7495 0.6232 2.5667
H: 0.4639 1.7816 2.2056
H: 0.1646 2.0147 -1.4046
H: 0.8651 2.6676 0.1923
H: -1.2906 2.9555 1.1987
H: -2.0874 2.0223 -0.2425

Charge distribution, Löwdin scheme, values in e: C -0.078; C -0.274; C -0.729; Cl 0.706; C -0.104; O -0.055; N -0.025; C -0.520; C 0.012; C -0.092; C -0.094; H 0.125; H 0.036; H 0.096; H 0.173; H 0.135; H 0.107; H 0.067; H 0.044; H 0.137; H 0.079; H 0.123; H 0.130

=====

# 2
Here is a cluster of 7 separate species, C20H31Cl8F9O6 in total in a non-equilibrium geometry from the Open Molecules 2025 dataset. Energies are from wB97M-V/def2-TZVPD.

SMILES = CCOC(=O)C(F)(F)F.CCOC(=O)C(F)(F)F.CCOC(=O)C(F)(F)F.ClCCCl.ClCCCl.ClCCCl.ClCCCl
HOMO-LUMO gap = 10.75 eV
LUMO level = 0.0067 Ha
Total charge = 0
Strongest force on any atom = 0.0952 hartree/bohr
Relative energy (zero: lowest compared OMol25 entry of this formula, charge and spin) = 27.1 kcal/mol

Geometry (Å):
C: -5.2140 -0.9661 -1.8142
C: -3.8490 -0.6144 -1.2713
O: -2.9155 -0.6815 -2.3629
C: -2.1725 -1.8136 -2.4916
O: -2.3182 -2.7893 -1.7550
C: -1.2588 -1.8415 -3.7339
F: -1.7853 -2.6693 -4.6071
F: -1.1189 -0.6102 -4.1876
F: -0.0715 -2.2412 -3.4277
H: -6.0097 -0.5754 -1.1799
H: -5.2516 -2.0478 -1.9425
H: -5.4726 -0.4228 -2.7232
H: -3.7096 -1.2225 -0.3775
H: -3.7814 0.3889 -0.8509
C: 0.8339 -2.1903 -0.0896
C: 1.7036 -0.8712 -0.0002
O: 0.9538 0.2352 0.6474
C: 0.1589 1.0793 -0.1044
O: 0.0296 0.9776 -1.3092
C: -0.6820 2.0627 0.7693
F: -0.3835 3.3016 0.4780
F: -1.9625 1.8614 0.4926
F: -0.5962 1.8435 2.0902
H: 1.3769 -2.9653 -0.6304
H: -0.1653 -2.0992 -0.5156
H: 0.6157 -2.6442 0.8771
H: 2.1603 -0.5116 -0.9223
H: 2.5857 -1.0587 0.6120
C: 2.2211 3.0709 3.7017
C: 2.6982 3.1612 2.2086
O: 2.0432 4.2418 1.5537
C: 2.5235 5.5478 1.6465
O: 3.5646 5.8737 2.2398
C: 1.5667 6.5579 1.0515
F: 2.1106 7.7835 1.0552
F: 1.2814 6.2002 -0.2085
F: 0.5170 6.6390 1.8390
H: 2.5237 3.9361 4.2915
H: 2.5498 2.1261 4.1346
H: 1.1466 3.1005 3.8826
H: 2.3342 2.3049 1.6408
H: 3.7841 3.1136 2.1264
Cl: -3.8888 4.6307 -2.6074
C: -2.7919 3.2401 -2.4793
C: -1.9286 3.0428 -3.6694
Cl: -2.9428 2.6642 -5.0279
H: -3.4020 2.3828 -2.1949
H: -2.1917 3.5076 -1.6095
H: -1.2693 2.1784 -3.5907
H: -1.3367 3.9154 -3.9455
Cl: 7.0743 -2.7214 -0.4812
C: 6.2146 -1.1234 -0.2425
C: 5.8155 -0.9607 1.2639
Cl: 5.0788 0.5626 1.5964
H: 5.3708 -1.1680 -0.9311
H: 6.7758 -0.2820 -0.6489
H: 6.6985 -0.9639 1.9029
H: 5.1817 -1.7696 1.6273
Cl: -1.2628 0.1098 4.6696
C: -1.4363 -1.6144 4.3572
C: -1.0444 -1.9205 2.9273
Cl: -1.0186 -3.6474 2.6247
H: -2.4968 -1.8565 4.4260
H: -0.8942 -2.2200 5.0836
H: -0.0595 -1.5517 2.6408
H: -1.6846 -1.4596 2.1750
Cl: -2.5741 -7.5968 -0.6642
C: -2.1223 -5.9173 -0.8919
C: -0.7126 -5.7372 -1.4241
Cl: 0.4616 -6.4663 -0.1893
H: -2.2171 -5.3185 0.0139
H: -2.8488 -5.5827 -1.6324
H: -0.4855 -4.6764 -1.5301
H: -0.6268 -6.2511 -2.3815

Charge distribution, Löwdin scheme, values in e: C -0.054; C -0.217; O 0.019; C -0.310; O 0.110; C -0.631; F 0.210; F 0.181; F 0.212; H 0.084; H 0.086; H 0.084; H 0.121; H 0.106; C -0.041; C -0.128; O -0.027; C -0.308; O 0.145; C -0.574; F 0.201; F 0.166; F 0.131; H 0.080; H 0.056; H 0.012; H 0.117; H 0.093; C -0.036; C -0.205; O -0.024; C -0.286; O 0.140; C -0.576; F 0.167; F 0.173; F 0.199; H 0.074; H 0.076; H 0.065; H 0.090; H 0.094; Cl 0.556; C -0.694; C -0.685; Cl 0.582; H 0.056; H 0.048; H 0.056; H 0.079; Cl 0.507; C -0.601; C -0.708; Cl 0.624; H 0.051; H 0.069; H 0.061; H 0.067; Cl 0.593; C -0.671; C -0.705; Cl 0.612; H 0.071; H 0.075; H 0.049; H 0.071; Cl 0.563; C -0.719; C -0.581; Cl 0.472; H 0.056; H 0.060; H 0.039; H 0.074

=====

# 3
Here is an isolated molecule of C5H8N2 in a non-equilibrium geometry from the Open Molecules 2025 dataset. Energies are from wB97M-V/def2-TZVPD.

SMILES = C[C@@]1(CC#N)CN1
HOMO-LUMO gap = 10.76 eV
LUMO level = 0.0323 Ha
Total charge = 0
Strongest force on any atom = 0.0262 hartree/bohr
Relative energy (zero: lowest compared OMol25 entry of this formula, charge and spin) = 48.8 kcal/mol

Geometry (Å):
C: 1.4899 -0.1761 0.1590
C: 0.0611 0.3168 0.1017
C: -0.4734 0.4654 -1.3508
C: -1.1138 -0.8468 -1.4556
N: -1.5234 -1.8425 -1.0326
C: -0.8306 -0.2436 1.1215
N: -0.3608 1.2044 1.1419
H: 1.6188 -1.0293 -0.5134
H: 2.1761 0.6254 -0.1350
H: 1.7594 -0.4958 1.1731
H: 0.3363 0.6151 -2.0764
H: -1.2055 1.2727 -1.4704
H: -0.4857 -1.1166 1.6906
H: -1.9041 -0.2708 0.9782
H: 0.4558 1.5216 1.6681

Charge distribution, Löwdin scheme, values in e: C -0.033; C -0.592; C -0.081; C -0.227; N 0.158; C -0.111; N 0.074; H 0.088; H 0.086; H 0.087; H 0.116; H 0.126; H 0.117; H 0.099; H 0.094

=====

# 4
Here is a structure of composition C5H8N2 in a non-equilibrium geometry from the Open Molecules 2025 dataset. Energies are from wB97M-V/def2-TZVPD.

HOMO-LUMO gap = 9.48 eV
LUMO level = 0.0288 Ha
Total charge = 0
Strongest force on any atom = 0.0504 hartree/bohr
Relative energy (zero: lowest compared OMol25 entry of this formula, charge and spin) = 90.1 kcal/mol

Geometry (Å):
C: -0.7121 -0.7190 -1.3217
C: -0.4204 -0.3737 0.1628
C: 1.0017 -0.6936 0.6077
N: 1.5166 0.6708 0.8411
C: 0.1737 1.1484 1.0350
C: -0.7316 1.6450 0.0851
N: -1.5948 2.0036 -0.6084
H: -0.0289 -0.2611 -2.0444
H: -0.5637 -1.8144 -1.3941
H: -1.7363 -0.5140 -1.6531
H: -1.2520 -0.7471 0.7557
H: 1.5920 -1.2479 -0.1182
H: 0.9234 -1.2299 1.5551
H: 1.9469 1.0610 0.0107
H: -0.1144 1.0719 2.0866

Charge distribution, Löwdin scheme, values in e: C -0.076; C -0.215; C -0.206; N -0.007; C -0.164; C -0.326; N 0.139; H 0.081; H 0.089; H 0.072; H 0.125; H 0.113; H 0.116; H 0.111; H 0.148

=====

# 5
Here is a structure of composition C37H48Cl2CrN9O5Si in a non-equilibrium geometry from the Open Molecules 2025 dataset. Energies are from wB97M-V/def2-TZVPD.

HOMO-LUMO gap (alpha / beta) = 6.34 / 6.60 eV
LUMO level (alpha / beta) = 0.0838 / 0.0836 Ha
Multiplicity = 5
Total charge = -1
Expectation value of S² = 6.029
Strongest force on any atom = 0.0623 hartree/bohr
Relative energy (zero: lowest compared OMol25 entry of this formula, charge and spin) = 326.8 kcal/mol

Geometry (Å):
Cr: 0.0150 0.3544 0.2193
C: 0.4884 -4.6427 -4.1767
N: 1.0418 -3.7179 -3.2028
C: 0.9494 -4.2228 -1.8412
C: 0.5668 -2.3871 -3.3161
O: -0.1439 -1.8985 -2.4605
N: 0.9751 -1.7281 -4.4405
C: 2.1057 -2.1392 -5.2384
C: 0.5414 -0.3655 -4.6466
H: -0.5378 -4.9386 -3.9138
H: 1.1024 -5.5458 -4.2213
H: 0.4695 -4.1930 -5.1677
H: 1.6278 -5.0728 -1.7382
H: -0.0693 -4.5457 -1.5894
H: 1.2427 -3.4383 -1.1472
H: 2.5309 -3.0560 -4.8450
H: 2.8771 -1.3640 -5.1963
H: 1.8196 -2.2880 -6.2863
H: -0.1326 -0.0764 -3.8481
H: 0.0414 -0.2558 -5.6146
H: 1.4089 0.3007 -4.6247
Cl: 5.0590 5.6490 -0.0570
C: 4.1886 5.0324 1.3023
C: 4.3510 5.6615 2.5216
C: 3.7343 5.1530 3.6529
C: 2.9350 4.0299 3.5567
C: 2.7559 3.4622 2.3122
Cl: 1.5323 2.1061 2.1268
C: 3.3854 3.8886 1.1298
N: 3.3696 3.2508 -0.1145
C: 2.5714 3.7226 -1.1806
C: 1.9430 4.9632 -1.1020
C: 1.2018 5.4537 -2.1638
C: 1.0821 4.7097 -3.3260
C: 1.7030 3.4719 -3.3958
C: 2.4411 2.9459 -2.3426
C: 3.0714 1.5895 -2.4990
C: 2.2356 0.3837 -2.0004
O: 2.6525 -0.7374 -2.2653
O: 1.1946 0.7170 -1.3461
H: 4.9896 6.5320 2.5780
H: 3.8842 5.6247 4.6142
H: 2.4418 3.5742 4.4032
H: 3.4755 2.2401 -0.0500
H: 2.0081 5.5417 -0.1889
H: 0.7115 6.4152 -2.0727
H: 0.5102 5.0832 -4.1657
H: 1.6072 2.8751 -4.2964
H: 4.0451 1.5228 -2.0052
H: 3.2815 1.4075 -3.5557
C: -5.2004 -0.9897 2.8374
C: -4.3760 -1.4995 4.0173
C: -3.7181 -2.8443 3.6937
C: -3.4097 -0.4406 4.5514
N: -2.5288 0.1448 3.5432
C: -1.8933 -0.4059 2.5086
N: -1.2236 0.5446 1.9067
N: -1.4178 1.6719 2.6179
N: -2.2052 1.4413 3.5988
H: -5.9487 -1.7317 2.5563
H: -4.5808 -0.8211 1.9538
H: -5.7143 -0.0564 3.0766
H: -5.0550 -1.6611 4.8615
H: -3.3504 -2.8849 2.6674
H: -4.4507 -3.6474 3.7829
H: -2.8901 -3.0696 4.3694
H: -2.7853 -0.8471 5.3486
H: -3.9673 0.4044 4.9518
H: -1.9546 -1.4278 2.1794
C: -3.5158 1.2380 -0.3086
Si: -2.1629 0.0786 -1.0717
C: -2.5592 0.3121 -2.9197
C: -2.9045 -1.6571 -0.6527
C: -4.2418 -1.9922 -0.8830
C: -4.7587 -3.2381 -0.5445
C: -3.9377 -4.1961 0.0363
C: -2.6000 -3.8972 0.2640
C: -2.0969 -2.6467 -0.0786
H: -4.4833 1.1602 -0.8188
H: -3.1864 2.2787 -0.3880
H: -3.6950 1.0396 0.7542
H: -3.6439 0.3566 -3.0643
H: -2.1638 -0.5108 -3.5142
H: -2.1364 1.2481 -3.2958
H: -4.9023 -1.2580 -1.3357
H: -5.8018 -3.4648 -0.7375
H: -4.3344 -5.1701 0.2990
H: -1.9426 -4.6432 0.6981
H: -1.0388 -2.4406 0.0643
C: 3.7032 -1.8047 3.4742
N: 2.3860 -1.6187 2.9177
C: 1.5659 0.3068 4.6879
C: 1.6367 1.4845 4.3704
C: 4.0154 0.3590 0.7563
O: 0.9668 2.3905 0.7414
N: 3.5278 -0.6272 1.0530
C: 2.2418 -1.2566 1.7212
O: 1.2889 -1.1630 0.9246
H: 4.2826 -0.8756 3.4971
H: 4.2768 -2.5541 2.9214
H: 3.6051 -2.1510 4.5045
H: 1.4707 -0.5671 5.2881
H: 0.5261 2.5515 2.8431

Results of the Löwdin charge analysis, in e, for atoms 1 through 99: Cr 0.531; C -0.082; N -0.161; C -0.062; C -0.503; O 0.049; N -0.131; C -0.068; C -0.038; H 0.089; H 0.083; H 0.074; H 0.083; H 0.077; H 0.088; H 0.082; H 0.086; H 0.082; H 0.060; H 0.092; H 0.075; Cl 0.739; C -0.583; C -0.101; C -0.069; C -0.085; C -0.231; Cl 1.129; C -0.270; N 0.060; C -0.213; C -0.052; C -0.098; C -0.102; C -0.038; C -0.151; C -0.053; C -0.650; O 0.032; O -0.163; H 0.104; H 0.108; H 0.060; H 0.032; H 0.103; H 0.095; H 0.092; H 0.106; H 0.112; H 0.109; C -0.058; C -0.401; C -0.062; C -0.099; N -0.066; C -0.086; N -0.059; N 0.005; N 0.098; H 0.084; H 0.059; H 0.083; H 0.130; H 0.048; H 0.082; H 0.084; H 0.129; H 0.124; H 0.127; C -0.259; Si 0.597; C -0.237; C -0.288; C -0.108; C -0.111; C -0.122; C -0.117; C -0.147; H 0.008; H 0.013; H -0.018; H 0.013; H 0.003; H 0.021; H 0.093; H 0.091; H 0.091; H 0.101; H 0.080; C -0.169; N 0.002; C -0.129; C -0.253; C 0.034; O -0.571; N 0.088; C -0.569; O -0.108; H 0.064